i | The following is a DFT calculation (ωB97M-V with the def2-TZVPD basis set) of a molecular structure, C4H6NO3.

Geometry as XYZ:
```
14
C4H6NO3 ωB97M-V with the def2-TZVPD basis set
O -2.046 -0.672 -0.649
C -0.937 -0.722 -0.096
N 0.270 -0.392 -0.921
C 0.734 1.021 -0.642
O 0.776 1.392 0.548
O 1.132 1.609 -1.658
C -0.679 -0.830 1.376
C 0.735 -1.243 1.709
H 0.106 -0.256 -1.916
H -1.013 0.194 0.810
H -1.447 -1.239 2.031
H 1.351 -0.362 1.976
H 0.724 -1.905 2.569
H 1.268 -1.688 0.856
```

Summary:
**Frontier orbital gap**: 8.459 eV
**Charge**: -1

=====

ii | The following is a DFT calculation (ωB97M-V with the def2-TZVPD basis set) of a molecular structure, C4H6NO3.

Geometry as XYZ:
```
14
C4H6NO3 ωB97M-V with the def2-TZVPD basis set
O -1.982 -0.611 -0.897
C -0.861 -0.752 -0.310
C -0.635 0.184 0.895
C -1.196 1.584 0.658
N 0.822 0.251 1.120
C 1.343 -0.276 -0.170
O 0.375 -0.349 -1.097
O 2.480 -0.579 -0.403
H -0.668 -1.821 -0.063
H -1.227 -0.227 1.708
H -1.128 2.153 1.576
H -0.651 2.159 -0.099
H -2.235 1.537 0.373
H 1.259 0.938 0.350
```

Summary:
**Frontier orbital gap**: 7.626 eV
**Charge**: -1

=====

i is preferred energetically. Next in line: 70.9 kJ/mol higher.

=====

i | The following is a DFT calculation (ωB97M-V with the def2-TZVPD basis set) of 2 unconnected molecules or ions with the total composition C5H12S.

Geometry as XYZ:
```
18
C5H12S ωB97M-V with the def2-TZVPD basis set
C 1.167 -2.862 -0.622
C 1.319 -1.226 -0.488
S 2.326 -0.217 -1.651
H 0.694 -3.028 -1.522
H 2.264 -3.284 -0.523
H 0.575 -3.280 0.254
H 1.735 -0.889 0.518
H 0.341 -0.773 -0.736
H 2.787 -1.289 -2.184
C -2.350 1.539 1.390
C -1.519 2.159 0.272
C -0.170 1.966 0.118
H -2.496 2.303 2.147
H -1.842 0.739 1.908
H -3.458 1.293 1.012
H -2.074 2.761 -0.489
H 0.416 2.724 -0.378
H 0.286 1.363 0.974
```

Summary:
**Frontier orbital gap**: 9.805 eV
**SMILES**: C=CC.CCS

=====

ii | The following is a DFT calculation (ωB97M-V with the def2-TZVPD basis set) of 2 unconnected molecules or ions with the total composition C5H12S.

Geometry as XYZ:
```
18
C5H12S ωB97M-V with the def2-TZVPD basis set
C 1.976 -1.719 -0.505
C 2.725 -0.577 -1.192
S 1.828 0.999 -1.253
H 2.119 -1.852 0.561
H 0.895 -1.629 -0.677
H 2.178 -2.643 -1.056
H 3.120 -0.862 -2.166
H 3.645 -0.448 -0.613
H 0.678 0.749 -1.883
C -2.160 1.962 0.555
C -1.815 0.813 1.480
C -2.396 -0.385 1.325
H -3.239 1.987 0.464
H -1.749 1.707 -0.422
H -1.776 2.889 0.971
H -0.828 0.753 1.920
H -2.101 -1.197 1.975
H -3.100 -0.548 0.516
```

Summary:
**Frontier orbital gap**: 10.027 eV
**SMILES**: C=CC.CCS

=====

ii is preferred energetically. Next in line: 74.5 kJ/mol higher.

=====

i | The following is a DFT calculation (ωB97M-V with the def2-TZVPD basis set) of C5H12S in the gas phase.

Geometry as XYZ:
```
18
C5H12S ωB97M-V with the def2-TZVPD basis set
C -1.281 1.966 -0.665
C -0.178 1.340 -1.480
C 1.156 1.110 -0.691
C 0.967 0.005 0.472
S -0.028 -1.377 0.132
C -0.419 -1.742 1.800
H -1.079 1.750 0.339
H -2.357 1.760 -0.830
H -1.294 3.062 -0.485
H -0.526 0.348 -1.852
H -0.091 1.790 -2.499
H 1.939 0.643 -1.453
H 1.340 2.204 -0.317
H 0.484 0.733 1.217
H 2.033 -0.387 0.671
H -1.398 -1.450 2.218
H -0.428 -2.855 1.663
H 0.356 -1.639 2.600
```

Summary:
**Frontier orbital gap**: 9.448 eV
**SMILES**: CCCCSC

=====

ii | The following is a DFT calculation (ωB97M-V with the def2-TZVPD basis set) of 2 unconnected molecules or ions with the total composition C5H12S.

Geometry as XYZ:
```
18
C5H12S ωB97M-V with the def2-TZVPD basis set
C -0.878 0.714 -2.126
S 0.697 0.395 -1.283
C 1.179 -1.168 -2.078
H -1.734 0.730 -1.427
H -1.154 -0.012 -2.877
H -0.897 1.759 -2.435
H 0.980 -1.949 -1.351
H 0.561 -1.320 -2.959
H 2.194 -1.101 -2.457
C -1.243 0.743 1.769
C -0.513 0.025 2.889
C 0.222 -1.075 2.759
H -1.322 1.770 2.095
H -0.640 0.662 0.858
H -2.218 0.318 1.526
H -0.871 0.267 3.886
H 0.587 -1.604 3.630
H 0.515 -1.558 1.834
```

Summary:
**Frontier orbital gap**: 9.467 eV
**SMILES**: C=CC.CSC

=====

ii is preferred energetically. Next in line: 44.0 kJ/mol higher.

=====

i | The following is a DFT calculation (ωB97M-V with the def2-TZVPD basis set) of a gas-phase ion, C4H10N3 (charge +1).

Geometry as XYZ:
```
17
C4H10N3 ωB97M-V with the def2-TZVPD basis set
C 0.371 -1.658 0.786
C 0.295 0.163 0.498
C -1.045 2.002 -0.526
C -1.079 0.593 -0.041
N -0.059 -2.458 1.599
N 1.169 -1.614 -0.288
N 1.249 -0.196 -0.565
H 0.605 0.913 1.341
H -2.012 2.244 -0.731
H -0.502 2.155 -1.464
H -0.624 2.613 0.165
H -1.374 -0.068 -0.744
H -1.711 0.652 0.817
H -0.201 -3.386 1.747
H 1.843 -2.230 -0.742
H 0.916 0.063 -1.441
H 2.159 0.211 -0.410
```

Summary:
**Frontier orbital gap**: 10.122 eV
**Charge**: +1
**SMILES**: [H]/N=C1\N[NH2+][C@H]1CC

=====

ii | The following is a DFT calculation (ωB97M-V with the def2-TZVPD basis set) of a gas-phase ion, C4H10N3 (charge +1).

Geometry as XYZ:
```
17
C4H10N3 ωB97M-V with the def2-TZVPD basis set
C -1.057 -0.675 0.372
C 0.044 -1.359 -0.592
C 0.731 -0.445 -1.519
C 0.514 1.283 2.900
N -0.794 0.119 1.295
N -0.067 1.041 1.575
N -0.066 0.091 -2.678
H -2.014 -1.161 0.214
H 0.805 -1.709 0.120
H -0.465 -2.136 -0.983
H 1.381 0.378 -0.998
H 1.557 1.044 2.661
H 0.295 2.231 3.261
H -0.020 0.643 3.670
H -0.799 0.729 -2.613
H -0.555 -0.607 -3.229
H 0.508 0.532 -3.455
```

Summary:
**Frontier orbital gap (alpha / beta)**: 6.096 / 8.979 eV
**Charge**: +1

=====

iii | The following is a DFT calculation (ωB97M-V with the def2-TZVPD basis set) of a gas-phase ion, C4H10N3 (charge +1).

Geometry as XYZ:
```
17
C4H10N3 ωB97M-V with the def2-TZVPD basis set
C -1.130 -0.644 -0.293
C 0.025 -0.443 -1.132
C 0.680 0.723 -1.212
C 1.633 -0.115 1.040
N -1.915 0.388 -0.056
N -3.064 0.148 0.411
N 1.451 0.001 -0.349
H -1.394 -1.701 0.207
H 0.427 -1.127 -1.836
H 1.313 1.080 -2.005
H 0.226 1.497 -0.529
H 2.267 0.742 1.332
H 0.801 -0.119 1.811
H 1.915 -1.174 1.153
H -3.071 -0.879 0.818
H -3.631 0.902 0.706
H 2.310 -0.329 -0.906
```

Summary:
**Frontier orbital gap**: 9.440 eV
**Charge**: +1
**SMILES**: C[N@@H+]1C[C@@H]1/C=N/N

=====

iv | The following is a DFT calculation (ωB97M-V with the def2-TZVPD basis set) of 2 unconnected molecules or ions with the total composition C4H10N3.

Geometry as XYZ:
```
17
C4H10N3 ωB97M-V with the def2-TZVPD basis set
C -0.575 2.395 -1.301
C -0.144 -0.744 0.013
C -1.190 0.104 0.586
C 1.789 -2.112 0.520
N -0.191 1.292 -1.652
N -1.096 3.274 -0.632
N 0.825 -0.957 0.859
H 0.471 1.218 -2.329
H -0.469 -1.459 -0.641
H -0.759 1.012 0.974
H -1.241 -0.378 1.498
H -2.252 0.121 0.234
H 2.768 -1.685 0.060
H 1.981 -2.637 1.371
H 1.195 -2.766 -0.147
H -1.910 3.752 -1.035
H 0.795 -0.429 1.621
```

Summary:
**Frontier orbital gap**: 9.567 eV
**Charge**: +1

=====

iv is preferred energetically. Next in line: 122.9 kJ/mol higher.

=====

i | The following is a DFT calculation (ωB97M-V with the def2-TZVPD basis set) of 2 unconnected molecules or ions with the total composition C4H10N3.

Geometry as XYZ:
```
17
C4H10N3 ωB97M-V with the def2-TZVPD basis set
C -0.617 1.023 -2.357
C 1.005 -0.392 -1.053
C 1.827 -1.274 -0.337
C -1.128 -0.050 1.984
N 0.338 0.265 -1.721
N -0.151 0.809 2.345
N -1.217 -0.498 0.797
H -1.157 0.391 -3.065
H -0.142 1.846 -2.893
H 2.763 -1.450 -0.873
H 2.045 -0.879 0.655
H 1.288 -2.218 -0.218
H -1.778 -0.331 2.817
H -1.318 1.408 -1.613
H 0.416 1.227 1.629
H -0.207 1.291 3.224
H -1.968 -1.168 0.679
```

Summary:
**Frontier orbital gap**: 9.937 eV
**Charge**: +1

=====

ii | The following is a DFT calculation (ωB97M-V with the def2-TZVPD basis set) of a gas-phase ion, C4H10N3 (charge +1).

Geometry as XYZ:
```
17
C4H10N3 ωB97M-V with the def2-TZVPD basis set
C -1.547 -0.134 -0.348
C 1.943 -1.340 0.294
C -1.552 1.134 -1.159
C 1.948 0.175 0.767
N -0.198 1.565 0.929
N -0.446 0.856 -0.219
N 0.947 1.161 0.109
H -2.032 0.107 0.622
H -1.593 -1.174 -0.646
H -0.139 1.186 1.915
H 0.882 -1.469 0.080
H 2.423 -1.472 -0.646
H 2.305 -2.174 0.901
H -2.331 1.908 -0.930
H -1.127 0.848 -2.033
H 2.822 0.842 0.808
H 1.776 0.126 1.824
```

Summary:
**Frontier orbital gap**: 11.395 eV
**Charge**: +1
**SMILES**: CCN1N[N+]12CC2

=====

i is preferred energetically. Next in line: 647.5 kJ/mol higher.